This record from the Open Molecules 2025 dataset describes C51H67CuF6N4O8PS2Te as an isolated structure. The level of theory is ωB97M-V/def2-TZVPD.

HOMO (eV): -5.39
LUMO (eV): 2.01
HOMO-LUMO gap (hartree): 0.27200
ΔE to the lowest compared entry with this formula, charge and spin (kcal per mole): 0.0

Structure (ORCA input):
```
! RIJCOSX wB97M-V def2-TZVPD def2/J DEFGRID3
* xyz -1 1
Cu 0.49300 0.10657 0.55504
F -3.85615 -1.11090 2.14114
C -3.77350 -1.95994 1.11949
F -3.29241 -3.12054 1.58203
F -4.99512 -2.16429 0.63322
S -2.67016 -1.37291 -0.22914
O -1.35444 -1.37042 0.39325
O -2.93639 -2.33784 -1.25233
N -3.21478 0.04223 -0.62779
S -2.67002 1.35470 0.10112
O -1.28362 1.61472 -0.20731
O -3.14596 1.49872 1.44734
C -3.61430 2.65322 -0.85792
F -4.43819 2.12837 -1.76012
F -4.33086 3.38461 -0.00863
F -2.75319 3.45259 -1.48188
C 5.06314 -2.03268 2.65337
C 4.87103 -0.54135 2.92208
C 4.50189 0.25134 1.66225
C 4.52770 1.77116 1.98675
C 4.37444 2.68793 0.77638
C 5.52282 0.00920 0.58153
O 6.72155 0.07328 0.78000
N 5.01066 -0.25881 -0.64977
C 3.65178 -0.32782 -1.02736
O 3.44705 -0.52418 -2.21241
N 2.69126 -0.20100 -0.06583
C 3.07825 -0.07971 1.22867
O 2.22403 -0.16123 2.11276
H 5.28092 -2.56448 3.58075
H 5.89441 -2.20353 1.96742
H 4.15890 -2.47176 2.22016
H 5.79224 -0.11906 3.32521
H 4.06951 -0.39512 3.64760
H 5.48135 1.97397 2.47727
H 3.72318 1.95581 2.70225
H 5.22486 2.59478 0.09628
H 4.31281 3.72736 1.09927
H 3.46501 2.46195 0.21574
H 5.66258 -0.39866 -1.40790
C -3.89109 -0.70444 9.07440
C -3.26091 -0.77477 7.70842
C -2.61535 -1.92090 7.27126
C -1.98741 -1.98531 6.03028
C -1.36829 -3.31148 5.64008
C -1.99093 -0.84124 5.22338
Te -0.87106 -1.01369 3.40410
N -0.40306 0.69354 2.53764
C -0.01926 1.64663 3.41565
O -0.01276 1.54246 4.64386
C 0.35616 2.98572 2.82145
C 0.23323 4.09999 3.64610
C 0.52712 5.36830 3.16881
C 0.95091 5.53533 1.85680
C 1.08490 4.42869 1.03063
C 0.78908 3.16174 1.51202
C 0.88179 -1.49841 4.51529
C 1.15527 -0.90600 5.73831
C 2.26484 -1.31117 6.46897
C 3.07724 -2.32484 5.98465
C 2.78375 -2.92449 4.76811
C 1.69500 -2.51701 4.00504
C 1.42766 -3.19370 2.68244
C -2.72535 0.29061 5.58850
C -2.93997 1.48123 4.68845
C -3.33089 0.30438 6.83930
H -3.78260 -1.64870 9.60733
H -4.95479 -0.46927 9.00629
H -3.42134 0.07728 9.67463
H -2.60005 -2.80185 7.90562
H -1.95889 -4.12249 6.06586
H -0.34709 -3.39982 6.01586
H -1.34165 -3.46864 4.55971
H -0.10218 3.95055 4.66348
H 0.42515 6.22706 3.82139
H 1.17854 6.52439 1.47811
H 1.41591 4.54926 0.00638
H 0.88493 2.30369 0.85947
H 0.50991 -0.12527 6.11348
H 2.48643 -0.83185 7.41414
H 3.94372 -2.64724 6.54926
H 3.41551 -3.72247 4.39548
H 2.27020 -3.82120 2.39498
H 1.26775 -2.46231 1.88615
H 0.54013 -3.83150 2.73369
H -2.62033 1.30466 3.66417
H -2.39362 2.34620 5.06455
H -4.00279 1.72856 4.66222
H -3.88582 1.19122 7.13222
C -3.76813 0.30972 -6.06610
C -3.77561 1.20032 -4.82758
C -2.35806 1.30530 -4.24783
C -1.57431 -0.02848 -4.35245
C -2.54987 -1.20825 -4.41394
C -3.41828 -1.14011 -5.68043
P -0.45327 -0.19631 -2.89288
C 0.86468 1.08616 -3.21945
C 1.55484 1.08239 -4.60346
C 2.05120 2.47658 -5.00307
C 2.73997 3.14305 -3.81668
C 1.72952 3.37419 -2.66885
C 0.46585 2.51469 -2.81835
C 0.54769 -1.74349 -3.23713
C 0.85008 -2.15125 -4.70946
C 0.54635 -3.62661 -4.97865
C 1.29708 -4.51574 -3.98895
C 0.97955 -4.12103 -2.52376
C 0.00895 -2.93920 -2.43622
H -3.02744 0.70048 -6.77150
H -4.73478 0.34011 -6.57422
H -4.45484 0.77878 -4.08049
H -4.14662 2.19887 -5.07034
H -2.41753 1.61917 -3.20164
H -1.80799 2.08421 -4.78212
H -0.99744 -0.02112 -5.27938
H -3.17070 -1.20599 -3.51637
H -1.99989 -2.15084 -4.40790
H -4.33706 -1.70953 -5.51548
H -2.89177 -1.62048 -6.51025
H 1.61168 0.77279 -2.48523
H 0.89366 0.71081 -5.38815
H 2.41050 0.40503 -4.55233
H 1.21041 3.09800 -5.32820
H 2.73092 2.39620 -5.85597
H 3.20053 4.08696 -4.11571
H 3.54516 2.48546 -3.47474
H 1.44811 4.43041 -2.61653
H 2.20603 3.12465 -1.71544
H -0.20121 2.95590 -3.56248
H -0.07771 2.50691 -1.87244
H 1.49365 -1.47929 -2.76318
H 1.91268 -1.98134 -4.90800
H 0.29928 -1.54074 -5.42422
H 0.83045 -3.88277 -6.00349
H -0.52898 -3.80854 -4.89595
H 2.36934 -4.40965 -4.17706
H 1.04597 -5.56433 -4.16783
H 1.90245 -3.83818 -2.00964
H 0.56016 -4.97290 -1.98356
H -0.10995 -2.64622 -1.38939
H -0.98507 -3.23979 -2.77810
*
```


This record from the Open Molecules 2025 dataset describes C4H6CsFO4P as an isolated structure in a non-equilibrium geometry. The level of theory is ωB97M-V/def2-TZVPD.

HOMO (alpha / beta) (eV): -14.79 / -17.34
LUMO (alpha / beta) (eV): -8.44 / -8.44
HOMO-LUMO gap (alpha / beta) (hartree): 0.23352 / 0.32695
⟨S²⟩: 0.75

Structure (ORCA input):
```
! RIJCOSX wB97M-V def2-TZVPD def2/J DEFGRID3
* xyz 2 2
P 0.04822 -1.37026 0.63365
F 0.80609 0.05190 0.43884
O 0.26243 -1.97618 -0.83413
C 0.22083 -1.39291 -2.08982
H -0.74990 -1.52344 -2.57048
C 1.25355 -0.74511 -2.63310
H 1.12339 -0.28958 -3.61544
H 2.21001 -0.65138 -2.11799
O -1.67475 -0.43573 0.02754
C -2.82849 -0.79974 0.27021
O 0.77765 2.89660 2.18801
C 0.90136 2.18674 3.14226
O 1.99201 1.57807 3.50050
Cs 0.13713 2.83557 -1.36870
H -3.02076 -1.64337 0.95008
H -3.63313 -0.40904 -0.36734
H 2.17437 1.68787 4.44593
*
```


This record from the Open Molecules 2025 dataset describes C15H15LuN5O5S5 as an isolated structure. The level of theory is ωB97M-V/def2-TZVPD.

HOMO (eV): -3.75
LUMO (eV): 1.78
HOMO-LUMO gap (hartree): 0.20316
ΔE to the lowest compared entry with this formula, charge and spin (kcal per mole): 1.4

Structure (ORCA input):
```
! RIJCOSX wB97M-V def2-TZVPD def2/J DEFGRID3
* xyz -1 1
Lu -0.07574 -0.10560 -0.02785
O -1.08769 -2.28744 -0.84670
C -1.40002 -3.28189 0.12599
C -0.27088 -3.27214 1.12756
N -0.12859 -1.95770 1.75296
C -1.25650 -1.64763 2.64225
C -2.42606 -0.99133 1.92221
O -3.56892 -1.16979 2.31870
O -2.06758 -0.25784 0.92644
C 1.14204 -1.79008 2.46054
C 1.37710 -0.30499 2.73225
O 1.95963 0.04611 3.74256
O 0.89860 0.47504 1.81180
H -1.81405 -2.12998 -1.45762
H -1.44677 -4.26707 -0.34643
H -2.36573 -3.07973 0.59728
H 0.66119 -3.48869 0.60532
H -0.44851 -4.05533 1.87971
H -0.91845 -0.92952 3.39224
H -1.60193 -2.54321 3.16950
H 1.95030 -2.15344 1.82270
H 1.17236 -2.33095 3.41222
S 4.01475 -2.11372 -6.24490
C 3.08560 -1.73895 -4.91144
S 1.60477 -0.88969 -4.98251
C 1.25562 -0.78572 -3.27311
C 2.17256 -1.36807 -2.47088
S 2.16816 -1.45392 -0.71401
S 3.51983 -2.11172 -3.29999
S -0.18996 0.07903 -2.80303
N -2.01165 4.00479 -0.28102
C -3.24750 3.39159 -0.41785
C -2.98614 2.07180 -0.60413
N -1.62762 1.86581 -0.61473
C -1.07989 3.03298 -0.40123
C 0.36822 3.14955 -0.30512
N 1.11107 2.08108 -0.38671
C 2.41162 2.49496 -0.27430
C 2.44400 3.84806 -0.13500
N 1.12198 4.26272 -0.15024
H -1.85446 4.96946 -0.05596
H -4.16740 3.94327 -0.34917
H -3.67640 1.25324 -0.70253
H 3.22130 1.78511 -0.29323
H 3.25664 4.54179 -0.01835
H 0.80111 5.20975 -0.07416
*
```


This record from the Open Molecules 2025 dataset describes one molecule with the formula CH4INO in a non-equilibrium geometry. The level of theory is ωB97M-V/def2-TZVPD.

HOMO (alpha / beta) (eV): -8.66 / -8.66
LUMO (alpha / beta) (eV): -1.90 / -1.90
HOMO-LUMO gap (alpha / beta) (hartree): 0.24819 / 0.24848
ΔE to the lowest compared entry with this formula, charge and spin (kcal per mole): 35.0
SMILES string: CNOI

Structure (ORCA input):
```
! RIJCOSX wB97M-V def2-TZVPD def2/J DEFGRID3
* xyz 0 1
C 0.84268 -0.43105 -0.20685
N 0.13968 0.76027 0.40459
O -0.93829 1.06773 -0.19274
I -3.01883 -0.38825 0.02541
H 1.38611 -0.13328 -1.12554
H 1.46767 -1.09592 0.34272
H -0.03938 -0.88274 -0.61578
H 0.16036 1.10325 1.36819
*
```


This record from the Open Molecules 2025 dataset describes a 3-piece molecular cluster, H6O3 overall in a non-equilibrium geometry. The level of theory is ωB97M-V/def2-TZVPD.

HOMO (eV): -10.82
LUMO (eV): 0.39
HOMO-LUMO gap (hartree): 0.41188
ΔE to the lowest compared entry with this formula, charge and spin (kcal per mole): 14.9
SMILES string: O.O.O

Structure (ORCA input):
```
! RIJCOSX wB97M-V def2-TZVPD def2/J DEFGRID3
* xyz 0 1
O -0.04400 0.99811 1.02056
H 0.16300 0.90511 0.13056
H 0.16300 1.87511 1.14656
O 0.50200 0.41311 -1.52044
H -0.34200 0.28711 -2.06344
H 0.95000 -0.47589 -1.42344
O -0.34600 -1.62089 1.12556
H -0.22700 -0.66989 1.24856
H -0.81900 -1.71189 0.33556
*
```


This record from the Open Molecules 2025 dataset describes C15H26N5O5STc as an isolated structure in a non-equilibrium geometry. The level of theory is ωB97M-V/def2-TZVPD.

HOMO (alpha / beta) (eV): -18.25 / -18.25
LUMO (alpha / beta) (eV): -12.40 / -11.98
HOMO-LUMO gap (alpha / beta) (hartree): 0.21501 / 0.23047
ΔE to the lowest compared entry with this formula, charge and spin (kcal per mole): 1.5
⟨S²⟩: 0.76

Structure (ORCA input):
```
! RIJCOSX wB97M-V def2-TZVPD def2/J DEFGRID3
* xyz 3 2
Tc 0.33178 -0.41658 0.14009
C 3.29529 -0.28686 -0.24778
C 2.96043 -1.65983 -0.78131
N 1.48803 -1.77799 -1.05216
C 0.99289 -3.19219 -0.89900
C 1.01513 -3.63603 0.55928
S 0.65780 -2.24795 1.70030
C 2.30575 -1.83153 2.40900
C 2.65489 -0.36728 2.20771
N 2.34246 0.13652 0.83421
H 4.32261 -0.26182 0.12113
H 3.22005 0.45617 -1.04168
H 3.51912 -1.86038 -1.69573
H 3.23342 -2.43769 -0.07291
H 1.31127 -1.53613 -2.02757
H -0.01696 -3.21820 -1.29424
H 1.61824 -3.85056 -1.50429
H 0.24670 -4.38627 0.74061
H 1.96539 -4.06241 0.87936
H 2.24491 -2.05438 3.47355
H 3.03744 -2.51037 1.97794
H 2.09589 0.25316 2.90813
H 3.71568 -0.22446 2.42634
H 2.40659 1.15234 0.87643
O -5.74306 -0.08257 2.72281
C -4.85976 -0.21317 1.73087
O -5.16397 -0.56196 0.63603
C -3.40531 0.08324 1.99539
C -2.71905 0.60005 3.07661
N -1.41213 0.64080 2.76543
N -1.20410 0.17476 1.51600
C -2.42111 -0.16056 1.03834
C -2.37681 -0.62898 -0.39338
O -3.11206 -0.40050 -1.26596
O -1.15958 -1.28930 -0.64006
H -5.37305 0.15819 3.58290
H -3.05678 0.94891 4.04159
H -0.66048 0.99100 3.34018
C -0.38250 1.00601 -3.34036
N -0.51842 2.29146 -2.62768
C -0.95539 3.48091 -3.40512
C -0.30974 2.38553 -1.35810
C -0.46214 3.67305 -0.62829
O 0.04666 1.31985 -0.65935
H -0.58418 1.17460 -4.39253
H -1.09575 0.28166 -2.96240
H 0.64050 0.64068 -3.24221
H -0.83273 3.25936 -4.45960
H -0.34311 4.34191 -3.15467
H -2.00408 3.69009 -3.20270
H -1.42847 4.12636 -0.85119
H 0.30815 4.38159 -0.94136
H -0.37636 3.50776 0.44141
*
```